# 1
The following is a DFT calculation (ωB97M-V with the def2-TZVPD basis set) of a 3-piece molecular cluster, C14H27N5O10PS2 overall in a non-equilibrium geometry.

Lowest unoccupied orbital energy = -3.39 eV
Frontier orbital gap = 8.11 eV

The geometry in ORCA input format:
```
! wB97M-V def2-TZVPD RIJCOSX def2/J DEFGRID3
* xyz 1 1
C 4.221 -3.529 -0.614
C 3.604 -2.938 -1.729
N 2.160 -2.691 -1.897
C 1.502 -1.824 -1.093
N 2.168 -1.115 -0.020
C 1.082 -0.332 0.490
P 1.555 0.772 1.946
N 1.403 -0.108 3.277
N -0.188 -0.515 -0.184
C -1.454 0.203 0.136
C -2.727 -0.737 0.365
C -3.024 -1.110 1.895
C -2.356 -2.527 2.249
O -3.222 -3.451 2.937
N 0.125 -1.436 -1.137
C -0.805 -2.017 -2.143
C -1.182 -3.504 -1.598
O -0.321 -4.364 -1.324
H 5.309 -3.868 -0.717
H 3.655 -3.615 0.366
H 4.296 -2.575 -2.570
H 1.654 -3.161 -2.667
H 0.790 1.983 1.936
H 2.959 1.099 1.829
H 0.730 0.370 3.900
H -1.264 0.747 1.135
H -1.606 1.027 -0.644
H -3.640 -0.137 -0.008
H -2.729 -1.704 -0.232
H -4.166 -1.268 1.968
H -2.787 -0.277 2.641
H -2.020 -3.057 1.283
H -1.435 -2.310 2.894
H -4.121 -3.089 3.065
H -1.728 -1.360 -2.249
H -0.276 -2.191 -3.147
H -2.307 -3.701 -1.437
C 2.154 0.726 -5.772
C 1.886 0.187 -4.375
O 0.482 0.359 -4.176
S -0.279 0.199 -5.603
O -0.774 -1.143 -5.698
O -1.105 1.347 -5.805
O 1.027 0.326 -6.554
H 2.199 1.818 -5.772
H 3.075 0.326 -6.198
H 2.452 0.716 -3.609
H 2.108 -0.884 -4.316
C -0.952 5.635 3.602
C -0.870 5.835 5.107
O -0.894 4.516 5.657
S -0.166 3.499 4.628
O 1.187 3.316 5.055
O -1.053 2.404 4.367
O -0.159 4.476 3.333
H -1.978 5.426 3.287
H -0.572 6.494 3.050
H -1.699 6.428 5.493
H 0.076 6.304 5.392
*
```

# 2
The following is a DFT calculation (ωB97M-V with the def2-TZVPD basis set) of one molecule with the formula C19H27NO4.

Structure (SMILES) = CCO[C@@H]1OC(C(=O)NCc2ccccc2)=C[C@H](C)[C@H]1CCCO
ΔE to the lowest compared entry with this formula, charge and spin = 41.42 kcal per mole
Lowest unoccupied orbital energy = 0.73 eV
Frontier orbital gap = 9.75 eV

The geometry in ORCA input format:
```
! wB97M-V def2-TZVPD RIJCOSX def2/J DEFGRID3
* xyz 0 1
C -0.604 -2.367 0.908
C 0.899 -2.107 0.973
O 1.261 -1.046 1.851
C 1.192 0.257 1.381
O -0.153 0.550 1.041
C -0.358 1.737 0.390
C -1.797 2.114 0.251
O -2.159 3.065 -0.417
N -2.631 1.311 0.940
C -4.071 1.389 0.834
C -4.611 0.201 0.080
C -4.258 0.022 -1.253
C -4.709 -1.081 -1.955
C -5.518 -2.017 -1.331
C -5.872 -1.845 -0.004
C -5.417 -0.743 0.699
C 0.618 2.504 -0.093
C 2.064 2.110 -0.034
C 2.773 2.527 -1.322
C 2.151 0.596 0.217
C 3.571 0.111 0.544
C 4.236 -0.627 -0.617
C 5.662 -1.054 -0.263
O 6.273 -1.808 -1.282
H -1.007 -2.444 1.914
H -0.784 -3.302 0.382
H -1.117 -1.566 0.384
H 1.405 -2.979 1.398
H 1.294 -1.932 -0.032
H 1.475 0.867 2.256
H -2.230 0.520 1.422
H -4.510 1.442 1.835
H -4.287 2.317 0.295
H -3.630 0.758 -1.735
H -4.432 -1.210 -2.991
H -5.872 -2.878 -1.879
H -6.503 -2.573 0.486
H -5.695 -0.613 1.736
H 0.347 3.429 -0.575
H 2.542 2.637 0.804
H 3.837 2.311 -1.264
H 2.649 3.595 -1.483
H 2.351 2.001 -2.175
H 1.780 0.088 -0.679
H 4.191 0.962 0.834
H 3.524 -0.564 1.402
H 4.264 0.012 -1.503
H 3.661 -1.522 -0.867
H 6.267 -0.167 -0.025
H 5.652 -1.706 0.614
H 6.287 -1.284 -2.091
*
```

# 3
The following is a DFT calculation (ωB97M-V with the def2-TZVPD basis set) of one molecule with the formula C18H21N3O2S.

Structure (SMILES) = CCOC(=O)CNC(=S)N(Cc1ccccc1)Cc1cccnc1
ΔE to the lowest compared entry with this formula, charge and spin = 25.33 kcal per mole
Lowest unoccupied orbital energy = 0.55 eV
Frontier orbital gap = 8.76 eV

The geometry in ORCA input format:
```
! wB97M-V def2-TZVPD RIJCOSX def2/J DEFGRID3
* xyz 0 1
C -4.113 -1.490 -2.008
C -2.845 -2.307 -1.808
O -2.126 -1.867 -0.652
C -2.493 -2.384 0.527
O -3.361 -3.201 0.669
C -1.680 -1.801 1.667
N -0.808 -0.749 1.236
C 0.489 -0.653 1.600
S 1.107 -1.650 2.777
N 1.233 0.297 0.985
C 0.761 0.967 -0.212
C -0.394 1.909 0.038
C -0.451 2.668 1.201
C -1.509 3.530 1.423
C -2.520 3.648 0.483
C -2.469 2.898 -0.679
C -1.414 2.031 -0.900
C 2.611 0.536 1.374
C 3.574 -0.033 0.368
C 3.684 -1.408 0.189
C 4.556 -1.893 -0.770
C 5.284 -0.980 -1.520
N 5.189 0.328 -1.358
C 4.358 0.784 -0.439
H -4.603 -1.800 -2.926
H -3.876 -0.430 -2.071
H -4.793 -1.651 -1.175
H -2.152 -2.175 -2.641
H -3.090 -3.367 -1.690
H -2.382 -1.458 2.439
H -1.067 -2.593 2.119
H -1.188 -0.097 0.568
H 0.476 0.224 -0.969
H 1.604 1.534 -0.618
H 0.332 2.573 1.938
H -1.544 4.112 2.331
H -3.345 4.322 0.657
H -3.255 2.986 -1.415
H -1.376 1.443 -1.807
H 2.760 0.055 2.345
H 2.767 1.615 1.478
H 3.098 -2.079 0.801
H 4.671 -2.954 -0.930
H 5.976 -1.306 -2.285
H 4.323 1.863 -0.339
*
```

# 4
The following is a DFT calculation (ωB97M-V with the def2-TZVPD basis set) of C44H38BaF4N10S2Te as an isolated structure.

ΔE to the lowest compared entry with this formula, charge and spin = 97.48 kcal per mole
Lowest unoccupied orbital energy (alpha / beta) = -3.04 / -3.04 eV
Frontier orbital gap (alpha / beta) = 3.46 / 3.46 eV

The geometry in ORCA input format:
```
! wB97M-V def2-TZVPD RIJCOSX def2/J DEFGRID3
* xyz 0 1
Ba -0.975 0.558 -2.220
C -3.862 -3.300 0.597
C -2.407 -2.956 0.832
C -1.988 -2.462 2.073
C -3.013 -2.162 3.144
C -0.624 -2.256 2.319
C -0.145 -1.796 3.678
C 0.313 -2.510 1.311
C 1.784 -2.286 1.588
C -0.105 -3.001 0.069
C 0.928 -3.396 -0.969
C -1.471 -3.182 -0.182
C -1.944 -3.639 -1.548
H -3.957 -4.176 -0.043
H -4.402 -2.478 0.116
H -4.369 -3.531 1.531
H -3.228 -3.050 3.748
H -3.952 -1.823 2.709
H -2.672 -1.382 3.818
H 0.818 -2.241 3.924
H -0.839 -2.077 4.466
H -0.021 -0.708 3.707
H 2.211 -3.124 2.145
H 1.936 -1.384 2.177
H 2.355 -2.182 0.667
H 0.527 -4.111 -1.682
H 1.781 -3.874 -0.491
H 1.308 -2.535 -1.531
H -2.018 -4.729 -1.608
H -1.264 -3.313 -2.334
H -2.929 -3.232 -1.775
N -3.598 4.198 -0.187
C -3.018 3.026 -0.438
S -3.671 2.014 -1.625
N -1.978 2.771 0.437
N -1.097 1.936 0.051
C -0.131 1.704 0.952
C 1.101 1.167 0.588
C 3.252 2.917 0.440
C 4.143 2.667 -0.501
C 3.813 0.105 -0.681
C 2.504 0.492 -1.247
N 1.370 0.842 -0.720
H -4.342 4.507 -0.789
H -3.126 4.862 0.407
H -0.237 2.079 1.962
H 2.581 3.766 0.465
H 4.328 3.296 -1.362
H 3.725 -0.453 0.249
H 2.498 0.471 -2.342
C -4.225 3.471 3.483
Te -3.343 1.557 3.090
C -5.184 1.235 2.042
C -6.188 2.122 2.731
C -7.553 1.864 2.689
C -8.447 2.712 3.328
C -7.980 3.831 4.003
C -6.617 4.093 4.048
C -5.715 3.237 3.425
H -3.902 4.177 2.716
H -3.909 3.844 4.454
H -5.465 0.183 2.067
H -5.054 1.528 0.999
H -7.918 0.991 2.161
H -9.508 2.494 3.305
H -8.673 4.494 4.504
H -6.250 4.960 4.584
C 1.370 -2.800 -7.475
C 0.539 -2.144 -6.417
C -0.669 -2.706 -5.981
C -1.303 -2.067 -4.951
N -0.828 -0.951 -4.378
C 0.305 -0.423 -4.908
S 0.890 1.082 -4.291
N 1.000 -1.015 -5.899
H 0.750 -3.137 -8.306
H 1.872 -3.674 -7.055
H 2.126 -2.104 -7.830
H -1.079 -3.603 -6.423
H -2.239 -2.445 -4.550
F 4.406 -0.735 -1.592
C 4.913 1.363 -0.378
C 6.005 1.296 -1.335
F 5.632 1.703 -2.570
C 7.299 0.938 -1.082
C 7.547 0.507 0.301
C 6.645 0.619 1.291
F 6.962 0.235 2.534
C 5.342 1.148 1.069
C 4.411 1.376 2.024
C 3.127 1.820 1.435
N 2.088 1.088 1.531
C 4.500 1.129 3.426
N 4.481 0.963 4.564
F 8.721 -0.008 0.597
C 8.367 1.019 -2.005
C 8.179 1.401 -3.364
N 8.092 1.713 -4.472
C 9.733 0.843 -1.641
N 10.857 0.749 -1.394
*
```

# 5
The following is a DFT calculation (ωB97M-V with the def2-TZVPD basis set) of a 13-piece molecular cluster, C57H90Br2Cl24F3N2O2 overall in a non-equilibrium geometry.

Lowest unoccupied orbital energy = -1.70 eV
Frontier orbital gap = 9.18 eV

The geometry in ORCA input format:
```
! wB97M-V def2-TZVPD RIJCOSX def2/J DEFGRID3
* xyz 1 1
C 5.768 -3.132 0.058
C 5.063 -3.270 -1.301
C 4.250 -1.992 -1.600
C 2.932 -1.965 -0.815
C 2.011 -3.177 -1.131
C 2.202 -0.651 -0.910
C 1.136 -0.259 -1.661
C 0.365 -1.028 -2.686
C -1.064 -1.302 -2.247
C -1.450 -1.352 -0.918
C -2.790 -1.569 -0.626
C -3.743 -1.735 -1.614
C -5.202 -1.938 -1.296
C -3.352 -1.682 -2.956
C -2.016 -1.473 -3.248
N 0.784 1.051 -1.351
C -0.385 1.726 -1.950
C -0.293 3.212 -2.331
O -0.771 4.050 -1.279
C -2.125 3.840 -1.006
O -2.363 3.127 -0.074
C -3.280 4.476 -1.768
C -4.558 4.297 -0.916
C 1.658 1.468 -0.424
C 1.705 2.800 0.273
C 0.511 3.073 1.202
C 0.684 2.697 2.666
F -0.296 3.338 3.344
Br 2.350 3.351 3.431
C 0.423 1.137 2.916
F -0.645 1.028 3.704
F 0.104 0.529 1.772
Br 1.788 0.085 3.845
N 2.519 0.489 -0.159
C 3.649 0.557 0.794
C 4.831 1.332 0.209
C 5.613 2.094 1.074
C 6.690 2.789 0.554
C 7.042 2.740 -0.782
C 6.265 1.991 -1.661
C 6.563 1.852 -3.134
C 5.162 1.319 -1.138
H 5.079 -3.016 0.896
H 6.449 -2.278 0.017
H 6.378 -4.005 0.278
H 5.826 -3.402 -2.063
H 4.421 -4.149 -1.256
H 4.866 -1.182 -1.212
H 4.062 -1.881 -2.669
H 3.190 -2.091 0.239
H 0.958 -2.923 -1.063
H 2.185 -3.953 -0.389
H 2.295 -3.576 -2.103
H 0.883 -1.918 -3.024
H 0.292 -0.390 -3.572
H -0.701 -1.201 -0.151
H -3.127 -1.591 0.402
H -5.804 -1.840 -2.188
H -5.345 -2.963 -0.944
H -5.567 -1.264 -0.525
H -4.067 -1.785 -3.757
H -1.703 -1.438 -4.284
H -0.636 1.191 -2.860
H -1.217 1.547 -1.270
H -0.917 3.344 -3.220
H 0.703 3.523 -2.641
H -3.177 5.547 -1.927
H -3.457 3.972 -2.718
H -4.379 4.504 0.137
H -4.880 3.261 -0.999
H -5.333 4.996 -1.230
H 2.680 2.897 0.737
H 1.669 3.562 -0.503
H 0.280 4.133 1.172
H -0.369 2.543 0.848
H 3.947 -0.444 1.079
H 3.288 1.163 1.617
H 5.393 2.168 2.129
H 7.288 3.392 1.224
H 7.895 3.271 -1.178
H 6.006 0.987 -3.492
H 7.614 1.597 -3.264
H 6.301 2.714 -3.717
H 4.548 0.732 -1.808
Cl 8.438 -6.661 -0.206
C 8.199 -7.279 1.451
C 6.743 -7.312 1.834
Cl 6.051 -5.675 1.999
H 8.778 -6.656 2.128
H 8.606 -8.288 1.477
H 6.627 -7.811 2.795
H 6.140 -7.844 1.102
Cl -1.170 6.966 -2.738
C -1.758 8.413 -3.622
C -2.002 8.159 -5.086
Cl -0.502 7.876 -5.986
H -1.033 9.208 -3.468
H -2.695 8.704 -3.151
H -2.476 9.031 -5.532
H -2.650 7.300 -5.239
Cl -5.590 6.261 -3.987
C -7.215 5.665 -4.416
C -8.251 6.129 -3.429
Cl -8.034 5.365 -1.833
H -7.173 4.580 -4.470
H -7.444 6.049 -5.409
H -9.245 5.858 -3.781
H -8.218 7.207 -3.293
Cl 0.393 -4.181 2.565
C -0.607 -2.870 3.240
C -1.904 -3.375 3.819
Cl -3.017 -3.973 2.558
H -0.782 -2.138 2.454
H -0.016 -2.398 4.022
H -2.417 -2.565 4.335
H -1.735 -4.179 4.532
Cl -7.619 4.241 1.090
C -6.732 4.520 2.611
C -6.820 5.952 3.065
Cl -5.930 7.052 1.983
H -5.699 4.216 2.458
H -7.175 3.866 3.361
H -6.375 6.054 4.051
H -7.851 6.294 3.118
Cl -3.940 5.538 4.836
C -2.810 6.648 5.654
C -3.528 7.607 6.568
Cl -4.522 8.773 5.660
H -2.244 7.172 4.889
H -2.121 6.033 6.231
H -2.801 8.181 7.139
H -4.177 7.082 7.264
Cl 2.177 -7.379 -0.358
C 2.668 -8.591 -1.573
C 3.611 -9.619 -1.001
Cl 5.199 -8.918 -0.599
H 3.116 -8.064 -2.411
H 1.759 -9.081 -1.918
H 3.786 -10.407 -1.732
H 3.208 -10.073 -0.098
Cl 4.518 3.932 -5.286
C 4.552 5.447 -6.213
C 4.585 5.205 -7.699
Cl 6.126 4.488 -8.229
H 5.415 6.020 -5.883
H 3.659 5.990 -5.947
H 4.476 6.153 -8.224
H 3.781 4.544 -8.012
Cl -1.973 -10.106 2.470
C -2.614 -8.547 3.057
C -1.638 -7.420 2.845
Cl -0.199 -7.582 3.883
H -2.867 -8.663 4.107
H -3.528 -8.349 2.500
H -2.107 -6.473 3.096
H -1.301 -7.370 1.812
Cl -5.949 0.451 -3.368
C -7.401 1.356 -3.876
C -8.553 0.440 -4.201
Cl -8.251 -0.519 -5.671
H -7.131 1.973 -4.729
H -7.673 2.011 -3.049
H -9.449 1.030 -4.383
H -8.755 -0.249 -3.385
Cl 1.925 -1.017 8.927
C 0.510 -0.006 8.543
C -0.701 -0.831 8.191
Cl -0.494 -1.686 6.639
H 0.785 0.661 7.730
H 0.297 0.594 9.426
H -1.569 -0.183 8.085
H -0.918 -1.573 8.955
Cl 3.346 -12.063 2.148
C 2.788 -11.239 3.629
C 2.446 -9.794 3.376
Cl 3.884 -8.810 3.002
H 3.565 -11.339 4.382
H 1.902 -11.769 3.974
H 1.992 -9.360 4.263
H 1.746 -9.689 2.551
*
```

# 6
The following is a DFT calculation (ωB97M-V with the def2-TZVPD basis set) of one molecule with the formula C5H9NO in a non-equilibrium geometry.

Structure (SMILES) = C[C@H](C#N)CCO
ΔE to the lowest compared entry with this formula, charge and spin = 25.96 kcal per mole
Lowest unoccupied orbital energy = 0.91 eV
Frontier orbital gap = 11.44 eV

The geometry in ORCA input format:
```
! wB97M-V def2-TZVPD RIJCOSX def2/J DEFGRID3
* xyz 0 1
C 1.446 -1.048 -1.123
C 0.360 -0.026 -0.767
C 0.985 1.201 -0.244
N 1.486 2.166 0.151
C -0.672 -0.633 0.215
C -1.198 0.336 1.260
O -1.817 1.428 0.602
H 0.980 -1.942 -1.549
H 1.991 -1.340 -0.219
H 2.165 -0.649 -1.844
H -0.162 0.283 -1.678
H -1.514 -1.017 -0.373
H -0.225 -1.492 0.731
H -0.367 0.676 1.895
H -1.923 -0.184 1.904
H -1.537 2.242 1.037
*
```